Version 1
Computed, not measured: a 2-piece molecular cluster, C5H14 overall, with ωB97M-V/def2-TZVPD.

For the HOMO-LUMO gap, the calculation gives 12.5379 eV. As for the LUMO energy: 1.1 eV. The structure (SMILES) is CCC.CC.

```
! wB97M-V def2-TZVPD RIJCOSX def2/J DEFGRID3
* xyz 0 1
C 1.804 2.004 1.275
C 0.206 -1.382 -0.099
C -1.548 -1.337 -1.978
C -0.961 -2.089 -0.787
C 0.328 2.292 1.426
H 2.064 2.061 0.221
H 0.080 -0.300 -0.133
H 2.467 2.725 1.755
H 1.145 -1.646 -0.587
H 2.034 1.010 1.652
H -0.312 1.474 1.101
H -0.793 -1.030 -2.709
H 0.215 -1.682 0.932
H -1.775 -2.261 -0.085
H -0.631 -3.097 -1.063
H -0.021 2.577 2.426
H -2.108 -0.475 -1.629
H -2.162 -2.012 -2.585
H -0.033 3.168 0.869
*
```

natural (NBO) population analysis, charges in e, atoms 1 to 6: number 1, C, carries -0.61; number 2, C, carries -0.61; number 3, C, carries -0.61; number 4, C, carries -0.39; number 5, C, carries -0.61; number 6, H, carries 0.20



Version 2
Computed, not measured: a 2-piece molecular cluster, C5H14 overall, with ωB97M-V/def2-TZVPD.

For the HOMO-LUMO gap, the calculation gives 11.7714 eV. As for the LUMO energy: 1.1 eV. The structure (SMILES) is CCC.CC.

```
! wB97M-V def2-TZVPD RIJCOSX def2/J DEFGRID3
* xyz 0 1
C -1.743 -0.430 -0.540
C -1.233 0.077 -1.956
C 2.357 0.500 1.281
C -2.182 0.522 0.503
C 2.223 -0.869 0.655
H -1.656 1.119 -2.020
H -1.455 -0.636 -2.771
H -0.124 0.101 -1.855
H 2.965 -1.491 0.970
H 2.534 -0.729 -0.411
H -0.881 -0.944 -0.206
H -2.622 -1.006 -0.804
H 3.281 0.919 0.995
H 2.184 0.388 2.340
H -2.625 1.474 -0.175
H -1.246 0.818 0.919
H 1.805 1.249 0.924
H 1.209 -1.198 0.871
H -2.792 0.135 1.279
*
```

natural (NBO) population analysis, charges in e, atoms 1 to 6: number 1, C, carries -0.41; number 2, C, carries -0.61; number 3, C, carries -0.60; number 4, C, carries -0.59; number 5, C, carries -0.60; number 6, H, carries 0.20



Version 3
Computed, not measured: a 2-piece molecular cluster, C5H14 overall, with ωB97M-V/def2-TZVPD.

For the HOMO-LUMO gap, the calculation gives 11.8629 eV. As for the LUMO energy: 1.1 eV. The structure (SMILES) is CCC.CC.

```
! wB97M-V def2-TZVPD RIJCOSX def2/J DEFGRID3
* xyz 0 1
C 1.061 -1.383 -1.713
C -1.579 -0.291 1.654
C 1.194 -0.422 -2.852
C 0.018 1.410 1.285
C -0.987 1.035 2.367
H -0.558 0.583 3.356
H -1.873 -0.157 0.647
H 0.792 0.641 1.138
H -2.496 -0.508 2.188
H 1.728 0.476 -2.726
H -0.808 -1.063 1.495
H 0.438 2.270 1.457
H -1.722 1.821 2.652
H 1.968 -1.972 -1.566
H 0.222 -2.129 -1.839
H 0.904 -0.787 -0.846
H 0.329 -0.117 -3.306
H -0.421 1.396 0.297
H 1.789 -0.805 -3.688
*
```

natural (NBO) population analysis, charges in e, atoms 1 to 6: number 1, C, carries -0.61; number 2, C, carries -0.61; number 3, C, carries -0.61; number 4, C, carries -0.60; number 5, C, carries -0.40; number 6, H, carries 0.20



Version 4
Computed, not measured: a 2-piece molecular cluster, C5H14 overall, with ωB97M-V/def2-TZVPD.

For the HOMO-LUMO gap, the calculation gives 11.6771 eV. As for the LUMO energy: 1.1 eV. The structure (SMILES) is CCC.CC.

```
! wB97M-V def2-TZVPD RIJCOSX def2/J DEFGRID3
* xyz 0 1
C -2.540 -0.333 -0.173
C 2.108 0.274 -0.610
C 1.104 0.322 1.803
C -2.292 0.111 -1.627
C 2.060 -0.327 0.782
H -1.802 1.072 -1.755
H -2.382 -1.397 -0.109
H 3.027 -0.592 1.230
H 1.532 1.199 -0.643
H 1.868 0.757 2.464
H 0.538 1.209 1.523
H -3.580 -0.111 0.084
H 1.686 -1.369 0.717
H 3.129 0.417 -0.971
H -3.223 -0.078 -2.140
H -1.953 0.234 0.556
H -1.559 -0.554 -2.116
H 0.557 -0.420 2.361
H 1.723 -0.414 -1.376
*
```

natural (NBO) population analysis, charges in e, atoms 1 to 6: number 1, C, carries -0.61; number 2, C, carries -0.62; number 3, C, carries -0.62; number 4, C, carries -0.62; number 5, C, carries -0.41; number 6, H, carries 0.21



Which is the most stable structure? version 1 is the most stable.



Version 1
Computed, not measured: a 2-piece molecular cluster, C5H14 overall, with ωB97M-V/def2-TZVPD.

For the HOMO-LUMO gap, the calculation gives 12.4449 eV. As for the LUMO energy: 1.2 eV. The structure (SMILES) is CCC.CC.

```
! wB97M-V def2-TZVPD RIJCOSX def2/J DEFGRID3
* xyz 0 1
C -0.088 0.013 2.253
C 1.153 0.571 -1.898
C -0.319 0.732 -2.236
C 0.420 -1.410 2.359
C -1.254 0.308 -1.068
H -0.619 0.089 -3.059
H 1.566 1.460 -1.432
H -0.619 1.730 -2.543
H -1.244 1.074 -0.288
H -0.800 -0.569 -0.605
H 1.326 -1.515 2.950
H 0.538 0.599 1.574
H -2.279 0.147 -1.380
H -1.121 0.116 1.952
H 1.744 0.346 -2.791
H 1.285 -0.295 -1.241
H -0.270 -2.067 2.880
H 0.537 -1.878 1.377
H 0.044 0.548 3.196
*
```

natural (NBO) population analysis, charges in e, atoms 1 to 6: number 1, C, carries -0.61; number 2, C, carries -0.61; number 3, C, carries -0.40; number 4, C, carries -0.61; number 5, C, carries -0.60; number 6, H, carries 0.19



Version 2
Computed, not measured: a 2-piece molecular cluster, C5H14 overall, with ωB97M-V/def2-TZVPD.

For the HOMO-LUMO gap, the calculation gives 12.2956 eV. As for the LUMO energy: 1.0 eV. The structure (SMILES) is CCC.CC.

```
! wB97M-V def2-TZVPD RIJCOSX def2/J DEFGRID3
* xyz 0 1
C -0.559 3.048 -0.257
C -0.308 -2.468 -0.486
C -1.825 2.814 0.581
C 2.065 -1.580 -0.212
C 0.922 -2.365 0.435
H 0.255 3.375 0.379
H 0.648 -1.960 1.409
H -1.638 2.597 1.632
H -0.372 2.106 -0.767
H 1.814 -0.555 -0.495
H 1.306 -3.354 0.694
H -2.333 1.888 0.287
H -0.250 -3.262 -1.229
H 2.813 -1.393 0.562
H -1.173 -2.618 0.162
H 2.399 -2.112 -1.098
H -0.435 -1.530 -1.025
H -0.743 3.789 -1.029
H -2.587 3.581 0.458
*
```

natural (NBO) population analysis, charges in e, atoms 1 to 6: number 1, C, carries -0.61; number 2, C, carries -0.61; number 3, C, carries -0.61; number 4, C, carries -0.61; number 5, C, carries -0.39; number 6, H, carries 0.21



Version 3
Computed, not measured: a 2-piece molecular cluster, C5H14 overall, with ωB97M-V/def2-TZVPD.

For the HOMO-LUMO gap, the calculation gives 12.4810 eV. As for the LUMO energy: 1.1 eV. The structure (SMILES) is CCC.CC.

```
! wB97M-V def2-TZVPD RIJCOSX def2/J DEFGRID3
* xyz 0 1
C -0.908 -0.034 2.692
C 0.772 -1.283 1.233
C -0.252 1.353 -2.770
C -0.591 -0.596 1.302
C 0.795 0.425 -2.161
H 0.261 2.231 -3.173
H -1.772 0.633 2.699
H -1.359 -1.331 1.053
H 1.264 -0.162 -2.953
H -0.784 0.947 -3.634
H 1.519 0.834 -1.472
H 1.482 -0.564 0.838
H -0.947 1.743 -2.028
H -0.614 0.266 0.635
H 1.235 -1.546 2.192
H 0.269 -0.338 -1.595
H -0.032 0.481 3.094
H -1.099 -0.856 3.391
H 0.763 -2.202 0.655
*
```

natural (NBO) population analysis, charges in e, atoms 1 to 6: number 1, C, carries -0.60; number 2, C, carries -0.62; number 3, C, carries -0.61; number 4, C, carries -0.40; number 5, C, carries -0.61; number 6, H, carries 0.20



Which is the most stable structure? version 1 is the most stable.



Version 1
Computed, not measured: a 2-piece molecular cluster, CH5N4O2 overall, with ωB97M-V/def2-TZVPD.

For the HOMO-LUMO gap, the calculation gives 11.8612 eV. As for the LUMO energy: -4.0 eV.

```
! wB97M-V def2-TZVPD RIJCOSX def2/J DEFGRID3
* xyz 1 1
O -0.564 -3.178 -0.962
O 2.684 0.375 -2.118
N -0.617 -2.442 -0.119
N 0.738 0.409 -0.737
N 2.953 1.292 -0.026
N -0.437 -1.653 0.632
C 2.421 0.677 -1.048
H 0.225 -0.050 -1.417
H 0.439 0.301 0.235
H 0.425 1.419 -0.778
H 2.528 1.444 0.876
H 3.595 1.923 -0.480
*
```

natural (NBO) population analysis, charges in e, atoms 1 to 6: number 1, O, carries -0.26; number 2, O, carries -0.43; number 3, N, carries 0.47; number 4, N, carries -0.84; number 5, N, carries -0.81; number 6, N, carries -0.20



Version 2
Computed, not measured: a 2-piece molecular cluster, CH5N4O2 overall, with ωB97M-V/def2-TZVPD.

For the HOMO-LUMO gap (spin up / spin down), the calculation gives 8.3148 / 7.6349 eV. As for the LUMO energy (spin up / spin down): -6.5 / -6.9 eV.

```
! wB97M-V def2-TZVPD RIJCOSX def2/J DEFGRID3
* xyz 1 1
O -2.469 0.909 0.052
O 1.756 -1.180 0.316
N -1.819 -1.345 -0.228
N 1.511 -0.025 0.205
N -0.552 0.710 0.286
N 2.316 0.860 -0.244
C -1.659 -0.038 0.013
H -0.548 1.375 1.043
H 3.376 0.718 -0.586
H -1.019 -2.082 -0.354
H -2.877 -1.681 -0.193
H 1.983 1.780 -0.310
*
```

natural (NBO) population analysis, charges in e, atoms 1 to 6: number 1, O, carries -0.37; number 2, O, carries -0.26; number 3, N, carries -0.80; number 4, N, carries 0.39; number 5, N, carries -0.40; number 6, N, carries -0.52



Which is the most stable structure? version 1 is the most stable.



Version 1
Computed, not measured: C4H4F7NO as an isolated structure, with ωB97M-V/def2-TZVPD.

For the HOMO-LUMO gap, the calculation gives 10.6663 eV. As for the LUMO energy: 0.8 eV.

```
! wB97M-V def2-TZVPD RIJCOSX def2/J DEFGRID3
* xyz 0 1
F 0.155 2.471 -0.813
F 0.579 2.253 1.242
F 0.965 0.268 -2.486
F -2.036 1.174 -0.035
F -2.028 -0.997 0.271
F 2.017 1.644 -0.294
F -1.420 0.313 1.811
O 0.937 -0.746 0.377
N -0.276 0.099 -1.959
C 0.762 1.676 0.057
C -1.325 0.152 0.518
C 0.616 -2.142 0.724
C 0.134 0.231 -0.039
H -0.131 -2.193 1.638
H 1.555 -2.478 1.100
H 0.241 -2.698 -0.035
H -0.743 0.971 -2.078
*
```

natural (NBO) population analysis, charges in e, atoms 1 to 6: number 1, F, carries -0.32; number 2, F, carries -0.31; number 3, F, carries -0.25; number 4, F, carries -0.33; number 5, F, carries -0.32; number 6, F, carries -0.29



Version 2
Computed, not measured: a 2-piece molecular cluster, C4H4F7NO overall, with ωB97M-V/def2-TZVPD.

For the HOMO-LUMO gap, the calculation gives 10.2527 eV. As for the LUMO energy: 0.2 eV.

```
! wB97M-V def2-TZVPD RIJCOSX def2/J DEFGRID3
* xyz 0 1
F -2.030 0.245 1.587
F -2.446 -0.276 -0.476
F 0.385 -0.899 -2.368
F 2.004 -0.892 0.813
F 0.988 0.565 1.996
F 0.267 -1.522 2.011
F -1.851 -1.777 0.877
O -0.238 0.981 -0.599
N 0.397 -1.647 -1.157
C -1.650 -0.512 0.536
C 0.773 -0.456 1.245
C -0.196 -0.123 0.107
C 0.850 1.900 -0.756
H 1.807 1.414 -0.473
H -0.525 -2.043 -1.213
H 0.662 2.976 -0.282
H 0.802 2.065 -1.847
*
```

natural (NBO) population analysis, charges in e, atoms 1 to 6: number 1, F, carries -0.32; number 2, F, carries -0.30; number 3, F, carries -0.29; number 4, F, carries -0.31; number 5, F, carries -0.29; number 6, F, carries -0.33



Which is the most stable structure? version 1 is the most stable.